67
Properties=species:S:1:pos:R:3 method="wB97M-V/def2-TZVPD" e_homo_ev="-8.5302 / -8.2889" orbital_gap_ha="0.284 / 0.278" relative_energy_kj_mol=38.0 multiplicity=2 total_charge=0
H -2.78037 0.23002 -3.29161
F 2.97734 2.29797 0.09684
H -0.21272 -4.28452 1.26883
H -3.43806 -0.05653 -0.36543
C 0.13434 -3.14459 -1.60922
H 1.95921 -2.25766 -0.74939
H -2.30404 -2.94318 -3.40482
F 3.27362 2.18214 -2.04330
Re 0.00655 0.27020 -0.10024
C -0.81948 -0.84669 5.41430
H -0.48059 -5.05325 -0.72753
H -3.42885 -1.41498 1.39252
C -0.59890 -3.37018 1.72659
H -4.42206 -0.39339 -1.79948
C 2.41170 1.94334 -1.06034
C 0.32204 0.10451 3.03490
H -1.41308 -4.61978 -2.16670
H -2.37043 -4.70878 0.02155
F 1.35072 2.76149 -1.24680
C -1.77164 -2.78276 0.92469
H -2.21020 0.77598 5.20081
H 0.91014 1.71960 1.75434
H -3.45144 -3.34148 -2.12388
H -3.11636 -4.34528 1.58064
C -1.34864 0.27104 4.77910
H 1.38357 -3.67680 0.12132
H -1.60295 3.00580 -0.82443
O -1.58705 1.20867 0.24960
C 0.94203 0.61841 1.77274
C 1.95156 0.44776 -1.01091
C 0.42294 -2.64972 -3.03815
C 1.48288 -3.23139 -0.86831
H -1.26570 -0.65363 -3.51988
H -4.24142 -1.62251 -0.54757
H 0.69554 -1.59832 -3.07261
C -2.47827 -1.74454 1.81712
H 2.17070 -3.86081 -1.44788
Si -1.07983 -1.95267 -0.67019
H -3.67503 -3.52301 0.12068
C -1.88748 2.60755 0.14615
H -3.86927 -2.13826 -3.35000
F 1.98591 0.05068 -2.33067
C -3.04848 -2.52601 -2.73149
H -0.93840 -3.62395 2.73988
H 0.25742 -5.17816 -2.32350
H -1.20684 1.60882 3.10873
C -1.95462 -0.26773 -2.76793
C -0.77979 0.73986 3.60372
C -2.78526 -3.90517 0.62931
H -1.26193 -1.21466 6.33293
F 2.97260 -0.21579 -0.40260
H 1.72819 -1.49688 3.27132
H -2.95892 2.75319 0.26781
C 0.29202 -1.47735 4.87050
H -1.86394 -0.85881 1.99201
H 1.98086 0.30248 1.69213
H 0.22565 -2.65716 1.82634
C -3.71351 -0.83003 -1.08294
C -2.50362 -1.38486 -1.85582
H -1.37562 3.18571 0.91640
H -2.68706 -2.19633 2.79644
H -0.41933 -2.80735 -3.71007
H -1.42448 0.51841 -2.20977
H 0.72545 -2.33982 5.36609
C -0.42360 -4.57572 -1.70744
C 0.85590 -1.00257 3.69233
H 1.27026 -3.21831 -3.44558


74
Properties=species:S:1:pos:R:3 method="wB97M-V/def2-TZVPD" e_homo_ev=-7.6028 orbital_gap_ha=0.282 smiles="CCO[C@]1(CC(=O)F)[C@@H](O)C(=O)O[C@@]1([PH2]=N)c1ccncc1.CNC(C)=O.CNC(C)=O.CNC(C)=O" total_charge=0
H 1.82600 8.41926 0.89737
H 3.96593 -5.54688 2.77232
H 1.59383 3.22886 -0.92392
H 4.75997 6.48601 0.00912
C 3.81606 6.97064 0.25988
H -3.30440 -0.12852 -2.57054
H -0.58086 3.28185 0.13440
H -4.93134 -5.52973 -3.08686
H 3.65190 7.79134 -0.44183
C -0.10104 -1.70675 -2.62521
O 0.86298 1.31127 -1.29376
H -3.60234 -1.83206 2.97260
H 3.64342 -3.22440 2.61752
H -3.37855 -3.71842 -2.47297
H 2.91511 -1.62176 -2.52907
H 1.51895 -0.18960 -2.75048
C 2.69712 5.96998 0.15605
C -4.85277 -4.62832 -3.69876
H -0.26899 1.89899 1.31464
H -1.93722 -2.30588 1.02561
C 1.15981 -0.95043 -1.97000
P -1.39322 0.97113 -2.49638
H 5.62576 -6.00739 2.32447
C 4.98193 -3.53153 4.26067
H -6.93098 -2.76080 -2.77161
O 0.42275 -2.86168 0.36117
C -4.83500 -2.36612 -2.57601
H 3.32491 -2.21019 4.03264
C -3.75607 1.31179 1.59851
H 0.27692 8.07362 0.09260
O 2.89466 4.80384 -0.16760
O -1.22894 -1.53867 -1.72879
C 4.94953 -5.80610 3.15828
O -0.17945 -2.30613 -3.71343
H 3.88436 7.35268 1.28079
N 1.43469 6.39320 0.43414
H -2.61078 2.15772 -0.29112
H 2.88380 -3.92374 4.08259
H 2.40028 -0.41894 0.50276
H 0.73814 5.66653 0.34293
H 2.35447 1.98700 0.16741
C 0.60753 -0.00144 -0.75458
C 3.61948 -3.20839 3.70887
O -4.21845 -1.58261 -1.86509
N -4.05306 0.26887 2.52471
H -1.42572 2.33429 -2.03957
N -2.87758 0.67113 -3.07092
H 1.01356 0.19177 1.52715
C 0.23984 2.75158 0.75745
O 2.37512 -1.70822 -1.71624
H 4.87212 -6.70154 3.77898
O 5.60457 -2.74271 4.95971
C 0.99886 7.71600 0.82978
H 6.43508 -4.88961 4.36548
F 1.29002 -2.33923 2.40048
N -4.29122 -3.57344 -2.88304
H -6.49254 -1.04531 -2.80182
C 0.91989 -1.96698 1.05229
C -2.38122 -1.26405 1.11158
H -0.44404 0.87258 -3.58141
C 1.34557 2.27379 -0.32298
H 0.50740 7.63824 1.80190
H -6.16291 -2.04545 -4.22529
C -2.02879 -0.08708 0.12973
C -6.19410 -2.04016 -3.13353
H 0.70570 3.55301 1.42088
H -5.83450 -4.36896 -4.08928
H -4.27442 2.32404 1.78899
C -2.79104 1.26501 0.39124
C 1.24948 -0.47593 0.62208
H -4.16984 -4.81928 -4.52939
C -0.96769 -0.25437 -1.05540
N 5.52065 -4.74528 3.96056
C -3.38902 -0.96189 2.24655


70
Properties=species:S:1:pos:R:3 method="wB97M-V/def2-TZVPD" e_homo_ev=-8.7751 orbital_gap_ha=0.273 smiles="N=[PH2]c1ccc2c(c1I)C(=O)C=CC2=O.COCCOC.COCCOC.COCCOC" total_charge=0
H -3.86173 -6.85244 0.66111
O -0.69863 -5.39888 4.20932
C -0.07568 3.68822 -1.91083
C 1.01411 3.60307 -1.04069
H -7.06490 -4.37565 -0.14391
C -1.68742 -5.58368 5.20489
C -3.63573 -6.15002 -0.13979
H -2.30488 -7.00024 6.68000
C 6.08159 5.68481 -3.55614
P 2.38390 4.78258 -1.08080
O 7.59757 7.52195 -3.09955
O -3.16799 -4.96026 0.46555
H -4.54003 -5.97398 -0.72789
H -0.03773 -7.94731 4.01162
C -1.58757 -6.94488 5.85512
H 7.44133 9.22126 -2.01181
C -0.75732 -8.65255 4.43517
H -3.92365 -2.03373 -0.98354
H -4.46017 1.13339 -0.41438
N 1.99838 6.21465 -0.56303
C -3.01053 -3.88000 -0.44320
H -1.53857 -4.81517 5.97048
C -1.09890 1.84123 -0.73904
H 5.91454 6.06980 -4.56676
C -1.19150 -5.55529 2.88749
H -0.58309 -7.08198 6.26843
O -2.38242 3.07102 -3.78005
H 3.71550 6.98487 -4.02139
O 5.04802 6.11397 -2.68595
H -6.61263 -2.95885 0.82557
H -0.33103 -5.54108 2.22044
H 5.00224 8.06273 -3.42034
H -2.07615 -3.36855 -0.19363
C -0.00601 1.73503 0.10442
H 2.53970 6.49595 0.24418
H 8.21078 5.67861 -3.70988
C -1.14608 2.80680 -1.75522
C -3.63644 2.40497 -1.90045
C -2.26300 0.92329 -0.55440
H -5.71230 -4.48567 1.00393
H -1.10161 -9.32488 3.65131
O -2.13519 -0.20983 -0.14394
I -0.08835 5.17618 -3.37698
H -1.72060 -6.50404 2.76690
C 7.44821 8.14680 -1.83922
H 6.04977 4.59107 -3.60012
H -0.26284 -9.24382 5.21401
H -4.22574 -2.52449 0.68712
H -2.68802 -5.45081 4.78047
C 1.04470 2.61978 -0.05093
H 3.67033 7.55905 -2.34286
C 7.44379 6.11474 -3.06235
C 4.32869 7.24561 -3.15137
H 6.51284 7.85661 -1.35386
O -5.37802 -3.44899 -0.77041
C -2.38552 2.81330 -2.60129
H 0.00535 0.97436 0.87282
H 8.28649 7.90144 -1.17784
H 2.82008 4.75587 -2.41017
H 1.89413 2.56248 0.61814
H -1.86242 -4.73912 2.61370
H -4.57538 2.82509 -2.23230
C -6.22653 -3.83478 0.29172
H -2.93229 -4.25270 -1.46928
H -2.86834 -6.58903 -0.78706
H 7.60295 5.73850 -2.04643
C -4.14482 -2.88918 -0.34161
O -1.89602 -7.98959 4.94785
C -3.58040 1.49382 -0.93008
H 3.40920 4.14854 -0.36097


Repeat the first record exactly.
67
Properties=species:S:1:pos:R:3 method="wB97M-V/def2-TZVPD" e_homo_ev="-8.5302 / -8.2889" orbital_gap_ha="0.284 / 0.278" relative_energy_kj_mol=38.0 multiplicity=2 total_charge=0
H -2.78037 0.23002 -3.29161
F 2.97734 2.29797 0.09684
H -0.21272 -4.28452 1.26883
H -3.43806 -0.05653 -0.36543
C 0.13434 -3.14459 -1.60922
H 1.95921 -2.25766 -0.74939
H -2.30404 -2.94318 -3.40482
F 3.27362 2.18214 -2.04330
Re 0.00655 0.27020 -0.10024
C -0.81948 -0.84669 5.41430
H -0.48059 -5.05325 -0.72753
H -3.42885 -1.41498 1.39252
C -0.59890 -3.37018 1.72659
H -4.42206 -0.39339 -1.79948
C 2.41170 1.94334 -1.06034
C 0.32204 0.10451 3.03490
H -1.41308 -4.61978 -2.16670
H -2.37043 -4.70878 0.02155
F 1.35072 2.76149 -1.24680
C -1.77164 -2.78276 0.92469
H -2.21020 0.77598 5.20081
H 0.91014 1.71960 1.75434
H -3.45144 -3.34148 -2.12388
H -3.11636 -4.34528 1.58064
C -1.34864 0.27104 4.77910
H 1.38357 -3.67680 0.12132
H -1.60295 3.00580 -0.82443
O -1.58705 1.20867 0.24960
C 0.94203 0.61841 1.77274
C 1.95156 0.44776 -1.01091
C 0.42294 -2.64972 -3.03815
C 1.48288 -3.23139 -0.86831
H -1.26570 -0.65363 -3.51988
H -4.24142 -1.62251 -0.54757
H 0.69554 -1.59832 -3.07261
C -2.47827 -1.74454 1.81712
H 2.17070 -3.86081 -1.44788
Si -1.07983 -1.95267 -0.67019
H -3.67503 -3.52301 0.12068
C -1.88748 2.60755 0.14615
H -3.86927 -2.13826 -3.35000
F 1.98591 0.05068 -2.33067
C -3.04848 -2.52601 -2.73149
H -0.93840 -3.62395 2.73988
H 0.25742 -5.17816 -2.32350
H -1.20684 1.60882 3.10873
C -1.95462 -0.26773 -2.76793
C -0.77979 0.73986 3.60372
C -2.78526 -3.90517 0.62931
H -1.26193 -1.21466 6.33293
F 2.97260 -0.21579 -0.40260
H 1.72819 -1.49688 3.27132
H -2.95892 2.75319 0.26781
C 0.29202 -1.47735 4.87050
H -1.86394 -0.85881 1.99201
H 1.98086 0.30248 1.69213
H 0.22565 -2.65716 1.82634
C -3.71351 -0.83003 -1.08294
C -2.50362 -1.38486 -1.85582
H -1.37562 3.18571 0.91640
H -2.68706 -2.19633 2.79644
H -0.41933 -2.80735 -3.71007
H -1.42448 0.51841 -2.20977
H 0.72545 -2.33982 5.36609
C -0.42360 -4.57572 -1.70744
C 0.85590 -1.00257 3.69233
H 1.27026 -3.21831 -3.44558